Entry 1:
{"formula": "C52H135N7O19", "method": "ωB97M-V/def2-TZVPD", "lumo_energy_ev": 0.727, "total_energy_ha": -3874.6105, "spin_multiplicity": 1, "homo_energy_ev": -8.45, "fmax_ev_per_a": 3.17, "species": ["C", "C", "O", "C", "H", "C", "H", "H", "H", "C", "C", "C", "O", "C", "H", "H", "H", "H", "O", "H", "H", "H", "H", "C", "H", "H", "H", "H", "C", "C", "C", "O", "O", "H", "C", "H", "C", "C", "H", "H", "H", "H", "H", "H", "H", "H", "H", "H", "C", "C", "H", "H", "H", "H", "H", "H", "H", "H", "N", "H", "O", "H", "C", "C", "H", "H", "O", "N", "C", "H", "H", "H", "H", "H", "H", "H", "H", "H", "H", "H", "H", "O", "H", "C", "H", "C", "C", "C", "H", "H", "C", "H", "H", "H", "H", "H", "C", "H", "C", "O", "C", "H", "H", "H", "H", "C", "H", "H", "H", "H", "H", "H", "C", "H", "H", "H", "C", "C", "H", "H", "H", "C", "H", "H", "H", "H", "H", "C", "H", "H", "H", "C", "N", "H", "H", "C", "C", "H", "H", "O", "O", "H", "H", "O", "O", "C", "O", "C", "H", "O", "O", "N", "H", "H", "H", "H", "C", "H", "H", "C", "N", "C", "H", "H", "H", "H", "O", "N", "O", "H", "H", "H", "H", "H", "H", "H", "H", "H", "H", "H", "H", "H", "C", "C", "C", "H", "H", "H", "H", "H", "H", "H", "C", "H", "C", "H", "H", "H", "O", "H", "H", "C", "H", "C", "H", "H", "H", "C", "H", "N", "C", "H", "C"], "positions_angstrom": [[-1.6334, 1.7813, 0.7105], [-3.7061, 0.3809, 4.1321], [4.2698, -0.5324, 0.6415], [-6.0908, -0.4458, -0.4487], [3.2405, 0.9539, 1.6856], [2.0044, 4.1263, 4.1000], [-2.1289, -1.8232, -0.7312], [-1.2842, -5.6920, -4.8144], [2.2292, -7.8625, -1.2821], [-1.4739, 6.1457, 2.2937], [3.3890, -0.9454, -6.0116], [3.8478, -5.5050, -1.3805], [2.5094, -5.2477, -1.6553], [2.7219, 3.2386, -5.1806], [-2.1833, 2.6939, -3.1203], [0.1825, 1.1493, 5.7409], [3.8441, -0.4171, -0.2656], [3.1247, -2.9121, -2.6792], [-1.6108, 2.1893, 5.9468], [3.5689, 2.1523, -6.7493], [-1.9836, 4.9822, 4.7312], [-3.4032, 1.3047, -1.8159], [3.1508, 5.0611, -4.7307], [1.6307, -1.5578, 2.6474], [-6.4511, 0.0588, -1.3050], [5.8288, 3.7254, 2.9498], [-0.9049, 1.2044, 1.2800], [1.8476, -9.0243, -4.1110], [1.5583, -1.0572, -2.1039], [5.1634, 4.1677, 2.1643], [1.9064, 6.5419, 0.8547], [-9.4556, -2.1320, 1.4411], [0.2473, -1.6387, 2.9283], [0.4394, 3.5189, 0.4464], [0.0692, 2.5608, 4.1506], [-0.7603, 6.3108, 0.2476], [-0.4284, -7.5674, -4.1134], [-8.1886, -2.5544, 1.8473], [6.1797, 0.2312, 2.2682], [-2.6218, 1.2437, -4.7693], [4.7527, -3.0199, -5.2745], [2.8121, 5.9259, 1.1061], [3.8678, -1.5367, -6.7549], [1.8737, -1.8417, -1.4089], [1.6334, 5.2064, 6.8822], [0.3067, -0.0111, -0.6853], [3.5500, -8.7341, -2.1105], [-5.6380, 0.2642, 0.2568], [1.7230, -8.3087, -3.2910], [-0.5044, 1.2303, -5.4000], [0.8861, -2.7952, -4.3492], [-0.6609, 2.1859, -5.8862], [-1.5940, 0.0426, 3.7682], [1.4126, 4.8197, 3.4879], [4.6000, 1.5736, 0.7111], [-2.4189, 6.6619, 2.1210], [5.9648, 2.3440, -3.7042], [-2.5513, -5.0317, -1.5996], [-1.0945, 6.6372, 3.5989], [-1.9498, -3.0527, 3.0993], [-0.9255, 2.2815, -0.4287], [0.9306, 6.7131, 7.4859], [1.6983, -5.2554, -0.4814], [5.1190, 0.4792, 2.5457], [6.8582, 2.1674, -2.1395], [-8.1793, -2.7906, 2.8916], [3.1237, -1.7023, -4.8483], [4.9879, -3.6010, -2.4283], [-2.5417, -0.4989, 3.8430], [-1.1143, 7.4245, 6.1904], [0.5331, 1.2191, -4.9712], [5.5136, 0.0836, -2.5869], [-1.5401, 5.0627, 2.2257], [-7.8174, -3.4711, 1.2883], [0.7406, -5.6499, -0.7522], [2.4955, -0.6414, -6.3949], [-0.6515, -3.2265, -3.3320], [4.9595, 1.0555, -1.1643], [0.2613, 1.4655, -2.5281], [2.1182, -2.5367, 2.6779], [-3.9059, -5.8231, -2.2776], [-3.6916, -0.5199, -0.9890], [-1.8546, 2.7358, 7.9723], [-2.5711, -1.2389, -1.4630], [-2.4171, -2.9346, 1.4531], [-0.5402, -1.9965, 1.8535], [-1.0179, -6.2037, -3.8888], [3.5120, 4.2287, 3.8217], [-7.1371, -0.6454, 2.2272], [3.6157, -11.0566, -1.6114], [2.5799, -11.0683, -1.9133], [-4.6170, 4.9840, -0.3800], [4.6661, -0.3632, 3.0956], [3.5663, 3.8399, -7.1238], [2.0143, -7.3183, -3.7640], [3.7970, 5.2575, 4.0852], [0.7281, 5.7154, 7.1064], [-1.3369, -8.1502, -4.2904], [3.7219, 3.1232, -6.3080], [-1.4545, 2.5930, -3.7746], [-1.8970, 6.0959, 4.6940], [2.0047, -11.9452, -1.5498], [2.8466, 2.3511, -4.5519], [2.3727, -0.7722, -2.9285], [0.9263, -3.4896, -2.5945], [4.2757, -2.4676, -4.4598], [-0.0840, -8.9802, -2.6434], [-4.3611, 2.4816, -0.1101], [-4.8363, 2.9682, 2.5809], [0.2657, 2.9223, 6.2401], [5.3592, 5.2720, 2.0384], [-2.8706, 4.4750, -0.3003], [0.4277, 2.5611, -0.0730], [2.0411, -0.8755, 3.4238], [4.2208, -6.0422, -2.3014], [-5.1385, 2.5930, 4.2737], [1.3783, 2.5713, -1.2910], [5.0244, 1.0218, -2.2380], [3.3392, -4.2216, -3.7532], [4.0980, -3.5339, -0.5110], [-0.3905, -5.5714, -3.2435], [-1.9021, -2.3857, 2.2596], [-1.3495, 1.0213, 7.6559], [5.4452, 3.6882, 1.2338], [-0.5829, 3.3794, 3.8774], [-1.8944, 5.9174, 6.8114], [-0.3157, 1.7274, 3.5141], [4.2558, 0.7086, 1.3456], [-4.7726, -2.0455, -0.1261], [-10.4118, -3.5268, 2.7898], [2.1604, -5.9183, 0.2295], [-1.9477, 1.8738, 7.2988], [-2.8497, -1.2637, 2.6041], [-6.1020, -1.9102, 1.7196], [-1.8097, -0.5398, -1.7720], [-4.8643, -1.3126, -0.8987], [-0.4812, 6.6103, 1.2429], [1.9502, 7.5820, 1.1249], [0.1211, -7.5137, -5.0456], [0.8052, 6.0146, 1.5556], [-0.0381, 5.6946, 5.9951], [-2.4797, 1.1617, 0.4602], [5.0353, -1.8101, -4.1044], [0.3884, -1.4981, -2.8004], [5.2218, 3.4112, -2.1606], [5.8453, 2.2248, -2.6401], [-3.8877, 1.2825, 3.0037], [-4.2490, 2.9258, -1.0966], [-3.1430, -4.6412, -3.2029], [3.0263, 4.2734, -4.2465], [-3.3260, 2.2527, -1.9138], [1.2015, 1.3202, -2.1209], [5.1301, 1.3492, 3.2440], [1.8613, 2.3684, 3.1162], [-2.5561, -1.2295, 4.6540], [1.6585, -4.2826, -0.0111], [4.6392, -4.2051, -1.1574], [-5.2257, 2.9062, -1.5722], [4.0541, -0.0463, -5.8574], [-1.2860, 6.3541, 6.0457], [1.4997, 2.7656, 3.9679], [3.8651, -3.4058, -3.3238], [-0.1337, 6.4340, 3.8207], [0.3094, 5.1081, 7.8656], [2.4060, 2.6205, -0.9191], [-4.6506, -0.1145, 4.2535], [-2.2060, -6.4972, -3.1423], [0.3025, -8.1092, -3.0256], [1.9630, -9.8355, -1.4408], [-2.9918, 1.5339, 7.3046], [-10.6415, -3.8317, 1.0734], [-3.4825, 1.0221, 4.9841], [-0.5757, -1.1491, 1.1398], [-1.4398, 0.5215, -3.6553], [-5.9343, 1.6239, 2.8650], [3.9871, 1.1891, -2.5409], [1.1777, 3.3876, -1.9906], [2.0985, 0.2876, -0.6011], [1.7913, 6.4446, -0.2299], [5.6002, -4.2338, -2.9078], [-3.6590, 4.9207, -1.8263], [0.7527, 1.7566, 0.6410], [2.4381, -8.6900, -2.0475], [-0.2549, 2.1629, 5.6048], [-7.1119, -1.5057, 1.5275], [-5.1146, -1.8168, -1.8363], [-2.9405, 6.4365, 4.5684], [1.8984, 4.4752, 5.0895], [-3.0146, -0.5822, 1.8559], [1.7797, -1.0949, 1.6146], [2.5775, -11.1659, -3.0117], [4.7224, 3.0635, -5.8883], [1.2513, 0.1483, -1.2916], [-2.0558, 2.4976, 1.3840], [-10.5412, -3.0016, 1.8185], [-0.6093, 0.4159, -6.1352], [4.0068, -6.1655, -0.4943], [5.6346, -4.3509, -0.6947], [3.8540, 3.8707, 2.4578], [-8.0224, -1.0193, -0.2613], [4.4626, 3.6348, -2.7186], [0.3932, -2.8092, -3.2793], [4.0604, 3.6147, 4.4532], [-1.5840, 1.3021, -4.3490], [1.6766, 3.4332, -5.6187], [-0.3905, 7.6925, 1.1787], [-0.0696, -2.8420, 1.3431], [-5.0166, 2.1567, 3.2267], [-11.5123, -2.5020, 1.6993], [-7.1197, -1.3299, 0.0669], [-2.9323, -5.4620, -2.5569], [-2.8477, -1.8401, -2.3099], [-3.8264, 4.3969, -0.8952]], "forces_ev_per_angstrom": [[0.8, -0.4, -0.4], [0.2, 2.1, -0.9], [-0.9, 0.3, -1.9], [2.0, -1.1, 0.1], [0.0, 0.0, -0.1], [0.3, -0.4, -1.3], [0.7, -1.5, 1.7], [0.1, 0.1, -0.2], [0.3, -1.0, -1.1], [0.5, 1.1, -0.1], [2.3, 0.3, 1.4], [1.4, -0.5, 0.0], [-1.0, -0.2, 0.6], [-0.8, 0.4, -0.2], [0.6, -0.1, -0.2], [-0.2, 0.5, 0.3], [0.9, -0.2, 1.8], [0.1, 0.1, -0.6], [-1.0, 0.0, -0.2], [-0.2, -0.5, -0.4], [0.1, 0.3, -0.7], [-0.3, -0.6, 0.3], [0.2, 1.6, -0.7], [-0.2, 1.3, -0.7], [-0.5, 0.8, -0.8], [-0.1, 0.6, -0.4], [-0.2, -0.4, 0.4], [0.3, -0.4, 0.0], [0.9, -0.2, -2.1], [1.6, 0.4, 0.3], [0.1, -1.0, -0.1], [-1.2, 0.0, 0.4], [0.4, 0.2, 1.3], [0.3, 0.2, 0.2], [-1.0, -1.3, -0.2], [-0.4, -0.5, -0.5], [-1.1, 0.1, -0.9], [1.7, -0.9, -0.9], [-1.0, 0.2, 0.2], [0.8, -0.4, 0.0], [-0.4, -0.1, -0.4], [-0.8, 0.8, 0.1], [0.5, -0.7, -0.7], [0.3, -0.3, -0.2], [1.1, -0.1, -0.3], [0.9, 0.0, -0.4], [-0.5, 0.0, -0.5], [-0.6, 0.2, 0.2], [-0.8, 1.5, -1.8], [0.5, 0.1, -0.3], [-0.9, -0.5, 2.0], [0.5, 0.1, -0.7], [-0.1, 0.0, 0.3], [0.4, 0.0, -0.2], [-0.2, -0.8, 0.5], [-0.4, -0.6, -0.6], [0.3, -0.4, -0.6], [0.5, -0.4, -0.6], [0.1, -0.2, 1.1], [0.4, -0.4, 0.6], [-0.1, -0.3, 0.3], [0.1, 0.3, 0.1], [0.8, -0.1, -0.4], [0.8, 0.2, 1.0], [-1.0, 0.2, -0.7], [0.0, -0.1, 0.9], [1.0, -0.5, -0.6], [-0.2, 0.1, -0.6], [-0.7, -1.4, -1.0], [-0.1, 0.1, 0.3], [-1.0, -0.1, -0.2], [-0.8, 0.4, 0.2], [-0.3, -0.4, 0.1], [-0.8, 0.6, 0.5], [-0.7, 0.0, -0.1], [-2.6, 1.0, -0.9], [0.8, 0.8, -0.1], [0.3, -0.3, 0.5], [0.6, -0.4, 0.1], [0.0, 0.0, 0.0], [-0.4, -0.6, 0.0], [-0.4, 0.2, -0.1], [0.2, -0.1, -0.1], [-0.5, 1.3, -1.1], [0.4, 0.2, 0.0], [0.8, 0.0, -1.2], [-0.6, 0.5, 1.7], [-1.6, 1.1, -1.7], [-0.5, 0.3, -0.8], [0.4, -0.3, 0.4], [-1.0, 0.6, -0.4], [0.4, -0.6, -0.1], [0.4, 0.2, -0.1], [0.4, 0.2, 0.4], [0.5, -1.0, 1.0], [0.1, 0.1, -0.5], [0.6, 0.3, 1.0], [0.2, -0.3, -0.3], [-0.3, -0.3, 0.0], [-0.1, 0.1, 0.5], [-0.8, -0.9, -0.4], [0.5, 0.8, 0.2], [-0.9, -0.2, -0.3], [-1.4, -0.8, 2.0], [0.2, 0.2, -0.3], [-0.9, 0.0, 0.6], [0.0, 0.7, -0.4], [0.2, -0.4, 0.1], [0.0, 1.2, -0.9], [0.0, -0.7, -0.1], [-0.2, -0.9, 0.4], [-1.0, -0.2, -0.5], [0.1, -0.1, 0.1], [0.0, -0.5, -0.6], [0.0, 0.5, 1.0], [0.3, -1.0, -1.1], [-1.1, -1.2, -0.5], [0.3, 0.0, -0.4], [-0.2, -1.4, -0.2], [-0.4, 0.5, 0.1], [0.2, 0.0, -0.4], [-2.8, 1.4, -0.2], [0.1, 0.3, 0.1], [-0.1, -0.1, -0.3], [0.1, 0.8, -0.1], [-0.5, -0.1, 0.7], [0.7, 0.5, 0.2], [0.0, 0.6, -0.6], [0.4, -0.8, 0.5], [0.0, 0.8, -0.3], [0.0, -0.5, 0.5], [0.2, -0.4, -0.6], [0.5, -0.2, 0.3], [-0.5, -0.3, 0.3], [0.1, 0.4, -0.2], [-1.1, 0.9, 0.2], [1.2, -0.3, 0.3], [0.7, 0.7, 0.0], [0.5, -0.4, -0.3], [-1.1, -0.3, 0.2], [-0.8, -0.1, -2.0], [-0.1, -0.4, -0.7], [0.7, 0.8, 0.5], [-0.5, 0.7, 0.8], [0.1, 0.3, 0.4], [0.5, 0.5, 1.0], [-0.5, 0.4, 1.1], [-0.2, 1.2, 0.2], [0.2, 0.8, -0.9], [0.0, -1.0, 0.7], [0.1, 0.5, -0.1], [-0.5, 2.0, 0.4], [-0.1, -0.5, -0.6], [-0.3, -0.1, -0.2], [0.6, 0.0, 0.1], [-0.3, 0.5, 0.0], [1.2, -1.0, -0.7], [-0.4, 0.0, -0.1], [-0.6, -0.7, 0.3], [0.6, 0.7, -0.9], [0.0, -0.2, 0.4], [-0.3, 2.5, 0.5], [0.4, -0.2, -0.2], [-0.8, -0.5, 1.4], [0.0, 0.1, -0.1], [-0.3, -0.8, 0.3], [-0.3, -0.1, 0.1], [0.5, -1.0, 1.4], [-0.4, -2.4, -0.2], [0.2, 0.2, -0.1], [0.4, 0.4, 0.4], [-0.1, -0.1, 0.3], [-0.1, -0.3, 0.0], [0.0, -1.0, 1.2], [0.4, 0.5, 0.7], [0.0, -0.5, -0.6], [0.1, 0.1, 0.4], [-0.3, 0.0, 0.1], [-0.2, 0.1, -0.1], [0.8, -0.3, 0.1], [0.1, -0.1, -0.4], [0.1, 0.7, -0.4], [1.2, 2.3, 1.9], [1.6, 0.5, 0.7], [0.3, -0.8, -0.3], [0.3, 0.0, -0.1], [0.4, 0.2, 0.4], [-0.2, 0.2, 1.3], [0.4, -0.6, 0.1], [0.1, -0.5, 1.2], [-0.2, 0.3, 0.2], [0.3, 0.5, -0.2], [-0.6, 0.1, 0.4], [0.1, 1.2, 0.3], [0.3, -1.1, -1.2], [-0.1, 0.2, 0.4], [-0.4, 0.1, -0.5], [-0.6, -0.4, 0.2], [-1.7, 0.4, 1.0], [-0.1, 0.0, 0.2], [0.1, -0.1, -0.1], [0.4, -0.6, -1.8], [1.0, -1.5, 1.4], [-0.7, 1.0, -1.0], [1.3, -0.8, 0.9], [0.1, 0.3, 0.5], [0.1, -0.2, -0.3], [0.0, -1.3, 0.4], [0.6, 0.4, 0.6], [-0.2, 1.0, 0.6], [0.0, 0.3, 1.1], [-0.1, -0.4, -0.5], [0.5, 0.0, 0.8]]}

***

Entry 2:
{"formula": "C4H9N3O", "method": "ωB97M-V/def2-TZVPD", "lumo_energy_ev": 0.647, "total_energy_ha": -397.2243, "spin_multiplicity": 1, "homo_energy_ev": -7.50, "fmax_ev_per_a": 5.43, "species": ["N", "H", "H", "H", "O", "C", "N", "H", "N", "C", "H", "C", "H", "H", "C", "H", "H"], "positions_angstrom": [[-0.7611, -0.3834, 0.1901], [-2.0640, -1.7768, 0.7353], [-1.6109, 1.4950, 0.8232], [0.9877, -1.3129, -0.0557], [4.7822, -0.3409, -0.0372], [3.5781, -0.3992, 0.1324], [-1.2835, -1.6825, 0.0674], [3.0921, -1.3486, -0.1033], [2.8041, 0.5982, 0.2397], [-1.6837, 0.7344, 0.1009], [-1.5844, 1.1797, -0.8848], [0.5785, -0.3440, 0.0159], [-2.7286, 0.3064, 0.2437], [-1.7581, -1.7960, -0.8166], [1.3910, 0.6626, 0.4134], [3.4975, 1.3813, 0.3817], [1.1488, 1.5662, 0.8896]], "forces_ev_per_angstrom": [[-1.3, -0.2, 0.5], [0.8, 0.0, 0.0], [0.7, 0.9, 1.2], [0.4, -0.9, -0.9], [0.9, 0.4, 0.7], [1.7, -4.5, -2.5], [-1.1, -0.2, 0.6], [-0.3, -0.5, 0.6], [-0.3, 4.3, 1.4], [-1.2, -1.8, -1.0], [-0.3, 0.3, -0.3], [1.0, 1.7, 2.0], [1.3, 0.6, -0.4], [0.1, 0.1, -0.7], [0.8, -0.9, -1.0], [-2.0, -0.1, -0.2], [-1.0, 1.0, 0.2]]}

***

Result set for ΔE to the lowest compared entry with this formula, charge and spin: 30.5 79.3 kcal/mol, one per record in the order listed.
Result set for M: 1162.7 115.1 g/mol, one per record in the order listed.